Below is an isolated molecule of C4H6BrF, with properties calculated with wB97M-V/def2-TZVPD.

Geometry as XYZ:
```
12
C4H6BrF, DFT wB97M-V/def2-TZVPD
C 1.085 0.410 -0.450
C -0.211 0.202 0.236
C -0.420 1.149 1.331
F 0.316 2.303 1.551
C -0.724 -1.478 -0.398
Br -2.491 -1.959 -0.824
H 1.751 0.975 0.148
H 0.942 1.149 -1.184
H 1.426 -0.447 -1.026
H -1.321 1.258 1.824
H 0.000 -1.987 0.155
H -0.352 -1.577 -1.366
```

Computed properties:
HOMO level: -9.08 eV
Calculated total energy: -2829.7443 Ha
Energy relative to the best compared isomer or geometry (same formula, charge and spin): 2.823 eV
Kohn-Sham gap: 9.8849 eV
Total charge: 0
M: 152.99 g/mol



Below is a cluster of 10 separate species, C10H30N10O20 in total, with properties calculated with wB97M-V/def2-TZVPD.

Geometry as XYZ:
```
70
C10H30N10O20, DFT wB97M-V/def2-TZVPD
C -0.127 0.060 0.231
N 0.275 1.370 0.823
O 1.290 1.475 1.495
O -0.551 2.298 0.763
H -0.006 -0.703 1.000
H 0.421 -0.068 -0.702
H -1.189 0.138 -0.004
C -0.391 5.471 2.132
N -1.289 6.448 2.783
O -2.171 5.990 3.514
O -1.235 7.648 2.600
H 0.553 5.962 1.898
H -0.802 5.241 1.149
H -0.086 4.672 2.808
C 3.266 -2.411 -1.393
N 3.541 -1.490 -0.276
O 3.154 -0.289 -0.340
O 4.095 -1.826 0.774
H 3.035 -1.806 -2.270
H 2.354 -2.914 -1.069
H 4.105 -3.069 -1.620
C 0.077 -2.225 -3.615
N -0.696 -3.305 -4.285
O -0.903 -4.276 -3.599
O -1.027 -3.091 -5.426
H -0.520 -1.737 -2.845
H 0.403 -1.422 -4.276
H 0.925 -2.657 -3.083
C -3.137 -1.539 4.110
N -2.107 -0.962 3.226
O -0.984 -1.442 3.161
O -2.464 -0.016 2.576
H -2.689 -1.916 5.029
H -3.526 -2.379 3.535
H -3.940 -0.818 4.262
C 1.182 1.772 -4.969
N 1.013 1.895 -3.562
O 0.817 0.899 -2.866
O 1.186 2.986 -3.053
H 2.247 1.577 -5.095
H 1.022 2.740 -5.444
H 0.553 0.934 -5.271
C -2.224 -3.505 -0.848
N -0.992 -3.403 0.015
O 0.071 -3.021 -0.455
O -1.120 -3.759 1.182
H -1.983 -2.894 -1.718
H -2.983 -3.188 -0.134
H -2.195 -4.558 -1.129
C 3.271 3.520 0.291
N 4.636 3.768 -0.251
O 4.666 4.635 -1.143
O 5.595 3.182 0.187
H 3.386 3.126 1.300
H 2.856 2.766 -0.377
H 2.684 4.438 0.324
C -4.746 1.154 0.374
N -4.886 0.083 -0.681
O -3.906 -0.635 -0.870
O -5.999 -0.238 -1.169
H -5.696 1.687 0.407
H -3.891 1.739 0.035
H -4.669 0.650 1.338
C 1.442 -3.663 2.582
N 2.209 -2.715 3.392
O 2.233 -1.511 3.076
O 2.871 -3.219 4.340
H 0.699 -4.135 3.226
H 2.052 -4.426 2.100
H 0.945 -3.089 1.799
```

Computed properties:
HOMO level: -10.54 eV
Calculated total energy: -2450.3694 Ha
Energy relative to the best compared isomer or geometry (same formula, charge and spin): 2.193 eV
Kohn-Sham gap: 9.7790 eV
Total charge: 0
M: 610.40 g/mol



Below is a structure of composition H8LiO4, with properties calculated with wB97M-V/def2-TZVPD.

Geometry as XYZ:
```
13
H8LiO4, DFT wB97M-V/def2-TZVPD
Li -56.799 38.812 2.366
O -58.002 37.371 1.692
H -58.980 37.322 2.033
H -57.873 36.411 1.558
O -54.846 39.024 2.264
H -54.092 38.611 2.732
H -54.611 39.033 1.314
O -57.449 40.548 1.256
H -57.989 40.195 0.497
H -58.165 40.937 1.699
O -57.228 38.913 4.586
H -57.594 38.110 5.050
H -56.966 39.640 5.130
```

Computed properties:
HOMO level: -16.16 eV
Calculated total energy: -313.1491 Ha
Energy relative to the best compared isomer or geometry (same formula, charge and spin): 0.613 eV
Kohn-Sham gap: 12.6004 eV
Total charge: +1
M: 79.00 g/mol